Density functional theory data (wB97M-V/def2-TZVPD) for a 13-piece molecular cluster, C64H101N7O19 overall at a distorted geometry.

Geometry as XYZ:
```
191
Properties=species:S:1:pos:R:3:forces:R:3:mulliken_charge:R:1
C 5.62198 3.06509 0.02261 -0.4532 3.2332 1.3719 -0.750
C 4.34411 3.49608 0.28022 2.4487 -3.1237 -0.6860 0.364
C 4.07517 4.71366 1.01553 0.1314 0.5647 0.2521 0.339
O 2.91723 4.95239 1.26577 -0.3699 0.7778 0.2908 -0.550
C 5.21061 5.58510 1.46769 0.5708 0.0345 -0.2647 -0.558
C 6.46500 5.28337 1.10520 -0.0850 -1.0028 0.0126 -0.615
C 6.79467 4.01806 0.35238 -0.8781 -0.9410 -0.9153 0.090
O 7.90024 3.68744 -0.04829 -0.6460 0.8386 0.7798 -0.573
H 6.04523 2.17835 -0.38353 -0.5703 -0.9219 -0.4529 0.666
H 3.52197 2.77586 0.16004 0.1438 0.6950 -0.2033 0.504
H 5.04510 6.48170 2.08002 -0.3697 -0.5302 -0.3368 0.447
H 7.31436 5.84773 1.43483 0.2755 0.3929 0.0128 0.448
C 0.51698 -0.42393 0.54718 0.8885 0.3758 -0.3875 -0.242
C -0.71176 -0.59803 0.10569 -0.6140 -0.3823 -0.3452 0.492
C -1.24070 0.20570 -1.02818 -2.0329 0.6201 0.5355 -0.916
O -2.42409 0.14126 -1.40078 2.1725 -0.2683 0.5057 -0.628
C -0.34012 1.25408 -1.56160 -0.1452 -1.7904 0.4011 0.322
C 0.93642 1.27530 -1.20745 0.6902 2.3049 -1.2961 0.409
C 1.45134 0.56817 -0.05513 -1.1659 -0.6205 0.6375 0.277
O 2.49673 0.86148 0.47753 0.6154 -0.0839 0.0953 -0.320
H 0.90586 -0.99860 1.34710 0.2740 -0.4774 0.8097 0.006
H -1.33119 -1.33629 0.60224 -0.3099 0.0447 -0.2909 -0.140
H -0.79068 1.86548 -2.29061 -0.2442 0.8085 -0.8987 0.666
H 1.58879 2.03931 -1.67212 -0.1473 -0.5288 0.3135 0.091
C 0.46714 0.24517 -4.98799 0.9427 1.6263 0.8170 0.293
C 1.11464 -0.90697 -5.15912 -2.1504 -1.2558 0.6217 -0.707
C 0.27189 -2.20236 -5.30632 0.7117 2.1039 -0.6586 0.297
O 0.81325 -3.26160 -5.43562 0.3384 -1.0672 0.2066 -0.600
C -1.19190 -2.02564 -5.43272 -0.1129 -0.5846 -0.2588 -0.210
C -1.75025 -0.82777 -5.44036 -0.6553 0.8415 0.3783 -0.295
C -1.01036 0.43161 -5.15003 0.4046 -0.8500 -0.8707 0.308
O -1.58336 1.50265 -5.18644 0.5595 -0.1917 0.4345 -0.619
H 1.04091 1.14012 -4.64947 -0.4753 -0.6074 -0.5179 -0.013
H 2.16330 -1.05293 -4.98864 0.3410 0.1347 -0.1038 0.563
H -1.77947 -2.91527 -5.66760 0.2397 0.1276 0.1730 0.473
H -2.80111 -0.64767 -5.63194 -0.1531 -0.2554 -0.0403 0.526
C 3.97842 -2.69007 -1.11052 0.6400 -0.8986 0.3298 0.225
C 3.29815 -1.63143 -1.53590 0.0491 0.5661 -0.4942 -0.094
C 3.90795 -0.54210 -2.39195 -3.1741 0.6199 0.2742 -0.029
O 3.19129 0.30259 -2.95026 0.7671 -1.1783 0.7609 -0.479
C 5.31515 -0.51263 -2.55732 0.9088 -0.2768 -0.7785 -0.701
C 6.04132 -1.53202 -2.12598 0.3589 -1.0195 1.1147 -0.888
C 5.49498 -2.74206 -1.35199 -1.6985 0.0564 0.0598 -0.183
O 6.14509 -3.68959 -0.95053 0.0395 1.1628 -0.5812 -0.585
H 3.47790 -3.54787 -0.56114 0.8657 1.1102 -0.5454 0.776
H 2.24350 -1.53822 -1.31836 -0.1841 -0.0960 -0.2053 0.817
H 5.65602 0.29116 -3.20526 0.4127 -0.0469 0.3699 0.564
H 7.09410 -1.52282 -2.22911 1.0079 -0.1599 -0.3004 0.505
C 4.17940 0.64736 3.14178 -1.2603 1.3675 0.0233 0.484
C 3.68109 1.86433 3.48290 -0.0956 -1.1129 -1.5223 -0.569
C 4.48696 2.85683 4.17673 0.5313 -0.6590 2.7694 0.454
O 4.03500 3.93486 4.50601 0.3413 0.2208 -0.5961 -0.571
C 5.81925 2.35818 4.77181 -0.1300 0.7389 -1.6202 -0.700
C 6.27149 1.14406 4.40002 0.8273 1.0110 0.5753 -0.479
C 5.48504 0.18393 3.60242 0.3411 -1.8850 -0.2279 0.029
O 5.85684 -0.98340 3.37542 -0.3324 2.2749 0.4437 -0.489
H 3.58877 -0.01308 2.52146 0.0357 -0.1720 0.1436 0.617
H 2.67473 2.19726 3.18805 0.4303 -0.2423 0.0736 0.480
H 6.42092 3.15803 5.27918 -0.5777 -1.1453 -0.3293 0.349
H 7.29466 0.86833 4.63051 -0.1295 -0.3035 0.2144 0.438
C -5.88262 -2.68276 1.41980 0.4624 -0.5036 -0.9899 -0.296
C -4.54478 -2.67985 1.48133 -0.0519 0.6285 0.8576 0.637
C -3.66966 -3.73697 0.87948 0.6766 1.4901 1.5624 0.238
O -2.46087 -3.63838 1.04007 -0.1472 0.0012 -0.2965 -0.546
C -4.26634 -4.90302 0.31700 -1.4510 -0.7266 -1.0182 -0.519
C -5.59891 -4.91169 0.15313 -0.2170 0.2003 0.3793 -0.638
C -6.48958 -3.74631 0.52907 2.4488 1.0096 1.6117 0.122
O -7.61162 -3.60695 0.17987 -2.0666 -0.5783 -1.0688 -0.543
H -6.58726 -1.92570 1.81553 0.7213 -0.5587 -0.1409 0.380
H -3.97997 -1.98166 2.11445 -0.3116 -0.0954 -0.4623 0.042
H -3.57883 -5.68923 0.03767 -0.2123 -0.2549 -0.0166 0.524
H -6.20007 -5.74323 -0.15926 0.1807 -0.5003 -0.5025 0.457
C -2.65700 1.32663 2.49211 1.1461 0.0258 0.5236 -1.060
C -1.22482 1.41545 3.19696 -2.0428 0.4508 -0.3582 0.755
C -0.55250 2.70574 2.66621 -1.4408 -0.1841 -0.6486 0.236
O 0.32795 3.18295 3.57923 2.0801 0.5642 1.0862 -0.408
C 0.68189 4.56073 3.38585 0.2496 -0.9006 0.4715 -0.524
N -1.32188 1.30604 4.67299 0.6706 0.4863 -0.1413 -0.477
H -2.62147 1.43174 1.39990 0.4668 -0.3820 0.0836 -0.023
H -3.25220 2.21636 2.73396 -0.1153 -0.4288 0.5839 0.689
H -3.11647 0.36050 2.76372 -0.1470 0.5858 -0.0334 -0.349
H -0.71396 0.48950 2.98573 0.6500 0.0281 -0.8447 -0.209
H -1.28045 3.52152 2.48684 -0.5336 -0.4721 0.1010 0.356
H -0.13917 2.55436 1.66559 0.4519 -0.3296 -0.2134 -0.250
H 1.21733 4.71622 2.45161 -0.3837 0.0192 -0.1433 0.124
H 1.39434 4.80170 4.18216 -0.3690 0.0936 -0.0419 0.238
H -0.24918 5.12094 3.45740 0.0907 0.4810 -0.0750 0.481
H -1.60382 2.19276 5.09683 -0.1260 -0.1830 -0.2548 0.286
H -0.34115 1.20523 4.98817 -0.7639 0.0242 -0.0625 0.318
C 0.51839 5.01883 -1.20605 0.2395 1.9832 -1.2153 -1.109
C 0.84746 4.71112 -2.67635 0.1383 -1.1075 0.8811 1.404
C 0.63694 5.89933 -3.55901 0.0497 0.0226 -2.2928 -0.749
O 0.97674 5.60987 -4.98109 0.0515 -0.0243 1.3866 -0.440
C 0.21496 4.55317 -5.57647 0.7574 1.1161 -1.1116 -0.095
N 2.22518 4.18244 -2.78355 0.3293 0.6256 0.2624 -0.389
H -0.52374 5.31516 -1.00877 0.2540 -0.4535 -0.2324 -0.223
H 1.10516 5.93135 -1.03939 -0.0396 0.0227 0.5500 0.526
H 0.87855 4.30201 -0.51369 0.1373 -0.9279 0.5255 0.220
H 0.20808 3.88422 -2.99791 -0.1800 0.1368 -0.2279 -0.627
H 1.25438 6.76434 -3.30455 0.2394 -0.2710 0.0937 0.320
H -0.38423 6.25826 -3.54698 -0.5954 -0.0661 0.1093 0.337
H 0.54192 4.48608 -6.65809 -0.6630 0.4836 1.0832 0.281
H -0.83939 4.79120 -5.45270 -0.2477 -0.3324 -0.2950 0.245
H 0.45309 3.58395 -5.19826 0.0046 -0.7217 0.7440 -0.171
H 2.54673 4.39668 -3.71921 -0.1074 -0.3642 -0.4911 0.340
H 2.87647 4.76278 -2.24354 -0.4316 -0.1795 0.2923 0.201
C 2.86849 -2.83934 2.76341 -0.8257 -1.4501 -0.5351 -0.227
C 4.11733 -3.63980 2.49165 0.9077 -2.3717 -0.5510 0.121
C 4.90421 -4.26239 3.67561 -1.2378 0.8756 0.5260 -1.242
O 3.97013 -4.86616 4.58868 0.0658 0.0095 -0.4937 -0.199
C 4.56012 -5.75667 5.48900 -0.7311 -0.4337 1.5884 -0.847
N 3.84425 -4.69916 1.46653 0.3868 0.8857 -0.3604 -0.415
H 2.92829 -2.34619 3.71792 -0.0808 0.6640 0.1125 0.656
H 1.94104 -3.48411 2.76461 0.9901 0.5084 0.2259 0.267
H 2.79110 -2.22892 1.86400 -0.3661 0.6377 0.3988 -0.634
H 4.82416 -3.01873 1.96067 0.3697 0.4908 0.1677 0.308
H 5.43226 -3.47076 4.22656 0.2053 -0.1679 -0.1611 0.376
H 5.60035 -5.00208 3.26894 0.0612 0.0189 0.1462 0.446
H 3.78094 -6.18865 6.20156 0.6592 0.5415 -1.2501 0.207
H 5.28271 -5.29775 6.17830 0.1279 0.3104 -0.3044 0.314
H 5.06096 -6.57211 4.98324 0.1436 -0.3648 -0.2371 0.340
H 3.26030 -5.45670 1.77402 0.0382 -0.2753 0.3908 0.254
H 4.72774 -5.04223 1.06046 -0.8060 0.0868 0.3467 0.282
C -3.52317 4.14025 -2.73347 -0.0600 -0.1916 0.6511 -0.629
C -4.05012 5.17079 -1.70963 0.0199 -0.3865 -0.0028 0.436
C -3.61677 4.75878 -0.24093 1.6039 1.1857 -0.4749 -0.620
O -3.89076 3.50390 0.28393 -0.0186 -0.7949 -1.2704 0.153
C -5.24982 3.35284 0.48872 -1.6958 -1.4761 0.5797 -0.949
N -3.58835 6.58668 -2.02581 -0.5844 -2.6292 -0.1382 -0.763
H -4.24308 3.30355 -2.89514 0.6426 0.4673 0.4189 0.036
H -2.56071 3.74175 -2.34062 -0.5153 0.0222 -0.5200 -0.139
H -3.37697 4.59545 -3.70322 0.1634 0.2093 -0.2357 0.412
H -5.16976 5.14261 -1.75228 0.8644 0.3283 0.0916 0.461
H -4.17212 5.45278 0.36117 -0.0045 0.9318 0.7533 0.642
H -2.49287 4.88208 -0.03959 -1.4742 0.1924 -0.7238 -0.369
H -5.40367 2.41558 1.07486 0.1314 0.7945 -0.2127 0.169
H -5.97255 3.26263 -0.35903 1.1352 -0.0274 -0.2209 0.266
H -5.61212 4.21994 1.01935 -0.3077 0.3173 0.7333 0.476
H -4.02049 7.20744 -1.35167 0.8363 0.2345 0.0432 0.278
H -2.56433 6.54298 -2.08892 -0.6378 0.7294 0.5456 0.230
C -4.66654 -2.12223 -3.51226 0.1049 0.2352 0.1419 -1.284
C -4.77886 -0.60261 -3.25992 2.6984 0.4794 0.7375 2.015
C -5.56487 0.14815 -4.26949 -1.1822 1.0116 -1.6399 -0.786
O -5.17145 -0.26043 -5.60149 -0.4325 -0.9430 1.9733 -0.238
C -5.89983 0.41184 -6.55089 0.8900 0.2167 -2.2160 -0.897
N -5.23241 -0.20691 -1.92336 1.6886 0.5931 -0.1859 -0.516
H -3.95120 -2.60547 -2.84822 0.2938 0.4063 0.3502 0.081
H -4.27083 -2.30603 -4.51071 -0.4411 -0.1112 -0.1444 0.286
H -5.58622 -2.67192 -3.30931 -0.3486 0.1678 -0.4481 0.390
H -3.72312 -0.18381 -3.36972 -1.1267 -0.6172 0.3572 -0.773
H -5.49215 1.26327 -4.34552 0.5886 -0.6124 1.0967 0.182
H -6.64804 0.02282 -4.04183 0.1898 -0.4882 -0.6478 0.288
H -5.75642 -0.17637 -7.49446 -0.3011 0.7618 0.5702 0.238
H -5.50866 1.43510 -6.69131 -0.0289 -0.1341 -0.1006 0.297
H -6.94562 0.51621 -6.34803 -0.8464 -0.2626 0.3416 0.383
H -6.03088 -0.69908 -1.66406 -1.9111 -1.0021 0.2940 0.311
H -4.53861 -0.45153 -1.21364 0.0223 0.2947 -0.4823 0.041
C -0.71928 -3.11283 6.01272 -0.6138 -1.5086 -2.2502 -1.381
C -1.82194 -2.88833 4.89233 0.5952 2.5987 0.4034 0.144
C -3.02310 -2.00467 5.48721 0.3249 -0.9049 -0.9413 -0.982
O -4.03450 -1.93847 4.44344 1.5253 -0.3528 0.3289 0.055
C -5.25749 -1.51013 4.90827 -1.3326 0.9941 0.0781 -0.773
N -1.14575 -2.21354 3.71748 -0.4920 1.0847 1.2680 0.056
H 0.15010 -2.51970 5.75828 -0.0742 0.5275 0.3032 0.265
H -0.35170 -4.15552 5.86549 -0.2884 0.5662 0.4807 0.297
H -1.10137 -2.97945 7.00636 -0.0059 0.1367 0.5049 0.401
H -2.22260 -3.78519 4.45570 -0.3538 -0.6261 0.4523 0.538
H -2.76110 -0.99072 5.90893 0.1313 -0.7512 -0.9657 0.329
H -3.44902 -2.54418 6.33267 -0.1253 -0.3076 0.1484 0.574
H -5.69033 -2.14577 5.69512 0.1062 -0.2116 -0.2043 0.297
H -5.99051 -1.42245 4.06285 0.7453 -0.2370 0.6730 0.092
H -5.15886 -0.51240 5.35365 -0.1274 0.1354 -0.0164 0.343
H -1.32210 -1.20366 3.85869 0.4589 -0.5603 -0.0100 -0.234
H -1.61019 -2.39608 2.84484 -0.4146 -0.5353 -0.2423 -0.060
C -0.73944 -4.05434 -1.93485 -0.9258 -1.2427 0.1993 -0.356
C 0.35145 -4.78699 -1.15659 -1.0120 -0.7011 1.1507 0.512
C 1.42351 -5.23274 -2.07199 0.9210 1.0616 -1.1747 -0.790
O 2.45034 -5.91784 -1.45065 -1.0451 0.0594 1.9049 -0.349
C 3.43465 -6.21038 -2.36882 0.1983 -0.2495 1.1559 -0.816
N 0.75099 -3.93325 -0.01450 1.6893 -0.5753 -1.1053 0.099
H -1.09705 -4.69705 -2.76141 0.3734 0.4872 0.0133 0.673
H -0.38974 -3.09110 -2.27437 0.1365 0.2701 -0.2799 -0.195
H -1.64677 -3.91097 -1.32102 0.5547 0.1531 -0.0017 -0.341
H 0.00508 -5.77811 -0.80380 -0.6728 0.3589 0.2682 0.071
H 1.86508 -4.35766 -2.55260 0.0832 0.4492 -0.3550 0.080
H 1.08339 -5.88183 -2.88520 -0.7695 0.1830 -0.0614 0.567
H 3.77557 -5.24871 -2.74336 0.4663 -0.3201 -0.9751 0.337
H 3.07252 -6.99237 -3.01802 0.0096 0.1940 -1.1913 0.357
H 4.14835 -6.68323 -1.74055 1.4128 -0.2618 0.0998 0.258
H -0.06417 -3.78401 0.53940 -0.3708 0.0201 0.7091 0.039
H 1.54547 -4.32875 0.52986 -0.9693 0.2899 -0.4760 -0.154
```
Positions in Å, forces in eV/Å.

Computed properties:
* molecular weight: 1272.54 g mol⁻¹
* 2S+1: 1
* electronic energy: -4311.64407 Ha